Entry 1:
Computed, not measured: a structure of composition C10H14O4RuSSbSe4, with ωB97M-V/def2-TZVPD.

```
35
Properties=species:S:1:pos:R:3:forces:R:3
H -1.919 -0.838 0.041 0.0 0.0 0.0
H -0.975 -4.219 0.872 0.0 0.0 0.0
O 2.124 0.104 -0.822 -0.2 -0.1 -0.1
C -0.388 1.955 1.201 0.0 0.0 0.0
H 0.411 3.803 0.497 0.0 0.0 0.0
O 3.052 1.360 -2.621 0.4 0.0 -0.2
Se -0.381 -0.560 -2.966 0.0 0.3 0.1
H -2.108 1.575 -0.037 0.1 0.0 0.0
Se -0.784 2.992 -2.648 0.4 -0.3 0.2
C 1.299 -2.698 0.533 0.0 0.0 0.0
Se -4.183 -1.245 -2.034 0.0 0.0 0.1
Se -3.104 -0.259 -5.936 0.0 0.0 0.0
O 4.278 1.280 -0.470 0.1 0.0 0.1
C 0.031 -2.363 1.326 0.0 0.0 0.0
O 2.108 2.444 -0.727 -0.4 0.1 -0.1
Sb -2.825 0.093 -3.546 0.0 -0.1 -0.1
H 1.353 1.951 2.452 0.0 0.0 0.0
H 1.230 -2.290 -0.476 0.0 0.0 0.0
Ru 0.535 1.334 -1.809 0.2 0.0 0.2
H -1.302 -2.932 -0.292 0.0 0.0 0.0
H 2.187 -2.258 0.987 0.0 0.0 0.0
C -1.154 -3.146 0.768 0.0 0.0 0.0
C 0.612 1.338 1.953 0.0 0.0 0.0
C 0.705 -0.038 2.016 0.0 0.0 0.0
C -1.197 -0.257 0.600 0.0 0.0 0.0
H 1.436 -3.781 0.472 0.0 0.0 0.0
C -0.186 -0.863 1.328 0.0 0.0 0.0
H 0.186 -2.672 2.370 0.0 0.0 0.0
C -0.441 3.453 1.084 0.0 0.0 0.0
H -0.399 3.927 2.067 0.0 0.0 0.0
H 1.519 -0.489 2.575 0.0 0.0 0.0
C -1.298 1.136 0.538 0.0 0.0 0.0
H -2.086 -2.900 1.279 0.0 0.0 0.0
H -1.353 3.774 0.579 0.0 0.0 0.0
S 3.015 1.288 -1.153 -0.5 0.0 -0.2
```
Positions in Å, forces in eV/Å.

Calculated values
⟨S²⟩ ... 8.805
Charge ... -2
Spin multiplicity ... 6
HOMO energy (alpha / beta) ... -1.599 / -2.072 eV
HOMO-LUMO gap (alpha / beta) ... 6.26 / 5.34 eV
LUMO (alpha / beta) ... 4.66 / 3.27 eV
Relative energy (zero: lowest compared OMol25 entry of this formula, charge and spin) ... 0.0 kcal per mole

Atomic charges from the Löwdin analysis, expressed in e, are listed below: 0.043, 0.069, -0.484, -0.319, 0.058, -0.402, -0.017, 0.091, 0.018, -0.072, -0.314, -0.335, -0.333, -0.383, -0.492, -0.140, 0.114, 0.062, 0.622, 0.070, 0.073, -0.088, -0.058, -0.046, -0.073, 0.069, -0.215, 0.128, -0.083, 0.070, 0.113, -0.107, 0.078, 0.059, 0.225

Entry 2:
Computed, not measured: a structure of composition C4H4BrFO2, with ωB97M-V/def2-TZVPD.

```
12
Properties=species:S:1:pos:R:3:forces:R:3
C 0.198 -0.970 -0.078 3.7 1.9 -0.6
O -1.877 2.000 -0.171 -0.2 0.6 0.1
C -0.067 0.055 -1.155 -1.1 2.4 3.8
O -0.715 0.755 1.293 0.9 -0.7 1.6
Br 1.561 1.002 -1.737 -0.9 -0.5 -0.2
C -1.045 1.228 0.126 1.2 -2.4 -3.2
H -0.587 -1.616 -0.159 -2.1 -2.0 0.6
F -0.888 -0.397 -2.091 0.2 0.3 -0.8
H 1.271 0.484 0.929 0.4 -0.5 1.2
C 0.451 -0.182 1.223 -1.6 -0.6 -1.4
H 1.172 -1.439 -0.277 -0.4 -0.5 -0.1
H 0.525 -0.919 2.097 -0.2 1.9 -1.0
```
Positions in Å, forces in eV/Å.

Calculated values
Charge ... 0
HOMO energy ... -9.338 eV
HOMO-LUMO gap ... 9.93 eV
LUMO ... 0.59 eV
Relative energy (zero: lowest compared OMol25 entry of this formula, charge and spin) ... 27.7 kcal per mole

Atomic charges from the Löwdin analysis, expressed in e, are listed below: -0.200, 0.156, -0.712, 0.022, 0.733, -0.406, 0.095, 0.035, 0.088, -0.090, 0.118, 0.161

Entry 3:
Computed, not measured: a structure of composition C26H44BrCuN3OP2, with ωB97M-V/def2-TZVPD.

```
78
Properties=species:S:1:pos:R:3:forces:R:3
Cu -0.059 -0.121 -0.606 2.0 0.8 0.1
H 2.732 0.721 -3.991 -0.3 0.2 0.3
H 3.490 -3.328 -1.099 0.1 0.1 0.3
H 3.710 1.573 -1.926 -0.4 0.1 0.0
P 2.210 0.055 -0.785 1.7 0.4 0.0
H -2.246 1.694 2.427 0.4 0.2 -0.5
Br -6.329 0.213 2.375 -0.7 0.3 0.6
P -0.818 2.477 0.613 -1.5 0.1 2.1
N 1.234 -1.175 4.408 -1.0 0.4 -0.6
H 5.206 0.135 0.493 -0.1 0.0 -0.1
H -2.275 -2.441 1.101 -0.4 0.7 0.1
H 2.003 -1.805 4.475 0.4 -0.3 0.1
O 0.895 -1.773 2.226 -0.5 0.4 0.0
C -4.929 0.147 -0.080 -0.4 -0.1 0.4
C -1.568 -1.113 -1.211 -0.5 -2.1 0.1
H -1.788 4.282 -1.689 0.2 -0.1 0.0
C -0.087 -2.899 -3.219 0.1 -0.7 0.3
H 4.790 1.238 1.793 -0.1 -0.1 -0.1
C -0.096 -3.083 -1.817 1.3 -0.2 -1.0
H 4.243 -0.759 -1.907 -0.6 0.1 0.2
C -0.504 -2.021 -0.858 -2.4 -1.1 -0.8
C -2.410 1.992 1.375 -0.3 -0.1 0.1
C 0.210 -4.387 -1.352 -0.1 0.4 0.3
C -3.983 -1.203 1.703 -0.2 -0.4 -0.2
H -3.203 3.940 1.925 -0.1 -0.1 -0.1
H 2.172 2.334 -1.417 0.4 0.2 -0.2
C 3.307 -1.224 -1.541 -0.4 -0.2 -0.2
H 2.150 2.387 -3.817 0.0 -0.4 0.1
C 3.615 -2.373 -0.576 0.0 -0.4 0.0
C 4.483 0.892 0.800 0.4 0.1 0.0
H 0.155 1.894 -1.481 -0.2 0.3 0.0
H 2.439 1.060 1.402 0.2 -0.3 -0.2
C 0.500 -1.211 3.240 0.6 0.0 1.2
H -3.886 0.133 -1.976 0.1 0.0 0.7
N 0.384 -5.234 -3.588 0.0 -0.1 0.2
H -0.256 -1.925 -3.664 -0.1 -0.1 0.0
H 0.256 -4.610 -0.275 -0.1 0.2 -0.5
H -0.624 2.885 3.740 0.2 0.1 -0.1
C 0.147 -4.009 -4.054 -0.2 0.6 0.6
H -1.023 -0.267 4.244 -0.2 -0.1 0.1
H 0.568 -6.463 -1.921 0.1 0.6 -0.2
H 3.007 -0.575 1.420 -0.1 0.1 -0.3
H -4.042 -1.595 2.731 0.0 0.1 -0.7
H 1.148 3.008 3.846 -0.3 -0.1 -0.4
H -3.652 3.416 0.285 -0.1 0.0 0.2
C -0.848 3.766 -1.911 0.0 0.3 0.0
C 0.282 3.149 3.181 -0.5 0.3 -0.2
C 3.065 0.358 0.843 -0.5 0.3 0.0
H -0.352 -2.333 0.183 -0.4 0.2 -0.1
C 2.614 1.464 -1.927 -0.1 0.1 0.7
C 0.418 -5.430 -2.268 -0.3 0.5 0.0
C -3.891 -0.212 -0.927 0.8 0.0 0.2
C 2.099 1.379 -3.375 0.1 0.0 -0.1
C 0.444 2.281 1.914 1.5 0.1 -0.3
H -1.378 -0.700 2.617 0.4 0.1 0.6
H -1.614 1.761 -1.494 0.0 0.2 0.2
H -0.011 4.413 -1.626 -0.2 -0.1 -0.1
H 0.236 4.212 2.904 0.0 -0.3 0.2
H 2.762 -1.580 -2.425 0.2 0.0 0.1
H 1.056 1.034 -3.454 0.2 0.0 0.1
H 0.106 -3.894 -5.140 0.1 0.0 0.3
H 1.424 2.534 1.473 -0.5 -0.1 0.1
N -0.671 -0.465 3.325 -0.2 -0.4 -1.1
H -0.800 3.593 -2.991 0.0 0.0 0.2
H 4.645 -2.320 -0.198 -0.4 0.0 -0.1
C -3.494 3.078 1.315 0.0 0.2 -0.1
C -0.780 2.411 -1.186 0.6 -0.5 -0.7
H -1.684 -0.801 -2.253 0.1 -0.6 0.0
H -5.709 0.821 -0.434 0.1 -0.3 0.0
H -4.447 2.687 1.698 0.3 0.0 -0.1
H 4.588 1.750 0.134 0.0 0.0 0.0
H 0.812 -0.827 5.264 0.3 -0.3 -0.3
C -2.819 -1.005 -0.440 -0.5 0.4 0.8
H 0.439 1.209 2.191 0.0 0.4 -0.2
C -2.967 -1.625 0.831 0.1 0.5 -0.2
H 2.938 -2.362 0.286 0.1 -0.2 -0.1
H -2.758 1.084 0.868 0.1 0.2 -0.1
C -4.978 -0.312 1.253 1.6 -0.5 -1.2
```
Positions in Å, forces in eV/Å.

Calculated values
⟨S²⟩ ... 0.754
Charge ... +2
Spin multiplicity ... 2
HOMO energy (alpha / beta) ... -13.509 / -13.497 eV
HOMO-LUMO gap (alpha / beta) ... 6.60 / 4.89 eV
LUMO (alpha / beta) ... -6.91 / -8.61 eV

Atomic charges from the Löwdin analysis, expressed in e, are listed below: 0.299, 0.087, 0.081, 0.088, 0.977, 0.089, 0.871, 1.211, 0.176, 0.078, 0.129, 0.110, 0.017, -0.118, -0.189, 0.083, -0.014, 0.088, -0.203, 0.104, -0.135, -0.353, -0.001, -0.114, 0.084, 0.063, -0.355, 0.088, -0.129, -0.116, 0.017, 0.025, -0.632, 0.134, 0.077, 0.103, 0.124, 0.074, -0.112, 0.107, 0.125, 0.069, 0.119, 0.098, 0.078, -0.090, -0.098, -0.379, 0.091, -0.397, -0.108, -0.035, -0.126, -0.387, 0.078, 0.091, 0.089, 0.088, 0.075, 0.061, 0.119, 0.077, 0.150, 0.096, 0.086, -0.103, -0.389, 0.122, 0.119, 0.067, 0.067, 0.113, -0.235, 0.052, -0.032, 0.050, 0.035, -0.747

Entry 4:
Computed, not measured: a cluster of 10 separate species, C7H32NO9 in total, with ωB97M-V/def2-TZVPD.

```
49
Properties=species:S:1:pos:R:3:forces:R:3
O -3.071 -0.466 -0.028 -0.2 1.0 2.0
H 0.913 -4.318 0.205 -0.1 -0.1 0.1
H 1.215 3.681 1.049 -0.3 0.1 -0.2
H 2.729 0.779 -3.939 0.0 0.1 0.0
N -1.687 -2.322 -0.883 0.3 -1.9 -1.3
O 2.080 0.922 -3.244 -0.2 -0.1 0.1
H -0.410 -4.179 1.022 0.7 0.3 0.0
H -1.649 3.190 0.512 0.4 0.2 -0.2
H -3.032 0.489 0.157 -0.1 0.4 -1.3
H -1.476 -1.861 0.001 -0.5 0.9 -0.4
H 3.961 1.541 -0.346 -0.1 0.1 0.2
O -1.899 2.579 -0.184 -0.6 -0.5 0.0
C -1.678 -1.538 -2.175 1.1 1.1 0.0
O -3.117 1.465 2.200 0.0 -0.7 0.3
H 2.821 -1.714 3.174 0.9 0.2 0.1
H 0.040 -0.618 -3.277 0.0 -0.7 0.6
O 0.286 -3.674 0.558 -0.1 -0.7 -0.5
H 2.679 -1.150 0.338 -0.1 -0.1 0.5
C -0.432 -0.631 -2.278 0.2 1.4 1.2
H -2.590 -2.821 -0.827 0.6 0.4 0.3
H -0.302 3.221 -2.790 0.8 -0.3 -0.5
O -0.914 -2.364 2.378 -0.4 0.5 0.2
H 0.823 3.149 2.378 -0.3 -0.1 0.1
H 0.543 1.877 -2.324 0.5 0.5 -1.1
C 1.831 -0.223 2.111 0.5 0.9 -0.3
O -0.172 2.498 -2.175 -0.9 0.3 1.0
H -2.550 -0.909 -2.142 -0.4 -0.2 -0.3
C 0.850 -0.107 -0.092 -1.5 -1.1 -1.8
H 1.111 -1.790 -1.394 0.2 0.4 0.8
H -3.218 -0.641 0.924 -0.3 -0.8 -0.3
H -0.554 -1.493 2.157 0.1 -0.2 0.1
H -0.654 0.419 -2.138 -1.1 0.0 -0.1
O 0.466 3.251 1.487 0.7 0.0 0.1
H -1.295 2.680 -0.951 0.0 -0.1 0.6
H 2.384 1.615 -0.285 0.2 0.1 0.4
O 3.142 1.340 -0.807 0.3 0.1 -0.4
H 3.727 -0.079 3.193 0.7 -0.3 -0.5
H 2.366 -0.347 4.174 0.2 -0.3 -0.7
H 2.558 0.894 -2.395 0.2 0.1 -0.3
H -0.443 -2.612 3.180 -0.1 0.0 0.0
H -0.914 -3.006 -0.884 -0.3 -0.2 -0.1
H 1.061 0.505 2.403 0.1 -0.4 -0.2
C 0.542 -0.873 -1.149 1.3 -1.2 -1.5
H -1.603 -2.179 -3.059 -0.7 -0.5 0.7
C 1.901 -0.560 0.821 -0.8 0.8 0.6
H -3.495 2.344 2.298 0.2 0.0 -0.3
H 0.161 0.754 -0.049 0.7 0.1 1.0
H -2.396 1.478 1.558 0.0 0.8 0.1
C 2.797 -0.620 3.178 -1.7 -0.2 1.5
```
Positions in Å, forces in eV/Å.

Calculated values
Charge ... +1
HOMO energy ... -11.668 eV
HOMO-LUMO gap ... 9.22 eV
LUMO ... -2.45 eV
Relative energy (zero: lowest compared OMol25 entry of this formula, charge and spin) ... 49.4 kcal per mole

Atomic charges from the Löwdin analysis, expressed in e, are listed below: -0.058, 0.071, 0.053, 0.061, 0.133, -0.056, 0.067, 0.020, 0.029, 0.098, 0.082, -0.079, -0.111, -0.051, 0.082, 0.123, -0.076, 0.131, -0.164, 0.178, 0.085, -0.052, 0.050, 0.011, -0.176, -0.039, 0.106, -0.135, 0.125, 0.069, 0.024, 0.073, -0.045, -0.007, 0.032, -0.031, 0.072, 0.086, 0.002, 0.061, 0.116, 0.105, -0.139, 0.134, -0.136, 0.059, 0.117, -0.010, -0.089

no.,energy (eV)
1,-300130.667
2,-81065.853
3,-167437.851
4,-27688.721